[1]
DFT (ωB97M-V/def2-TZVPD) results for CN6 in the gas phase at a distorted geometry.

Each line ends with the Mulliken charge.
CARTESIAN COORDINATES (ANGSTROEM)
1 C 0.16 -0.19 0.25  0.21
2 N 0.57 -1.63 2.09  -0.49
3 N -0.93 1.09 0.20  -0.07
4 N 0.57 -0.24 -1.02  -0.05
5 N -0.82 1.37 -0.97  -0.05
6 N 0.02 0.68 -1.73  -0.24
7 N 0.40 -1.02 1.15  0.69

Computed properties:
- Energy relative to the best compared isomer or geometry (same formula, charge and spin): 2.232 eV
- HOMO (alpha / beta): -10.54 / -10.54 eV
- Frontier orbital gap (alpha / beta): 8.8528 / 8.8523 eV
- DFT total energy: -9972.4259 eV

[2]
DFT (ωB97M-V/def2-TZVPD) results for C25H25O4PbS as an isolated structure at a distorted geometry.

Each line ends with the Mulliken charge.
CARTESIAN COORDINATES (ANGSTROEM)
1 C 0.55 -1.64 1.23  -0.19
2 C -0.76 -1.86 0.75  -0.22
3 C -0.66 -2.23 -0.61  -0.92
4 H -1.67 -1.76 1.31  0.42
5 C 0.70 -2.23 -0.96  -0.25
6 C 1.46 -1.87 0.17  -1.04
7 H 2.53 -1.78 0.22  0.49
8 H 0.81 -1.35 2.24  0.30
9 H -1.48 -2.45 -1.27  0.46
10 H 1.10 -2.43 -1.95  0.38
11 C -0.83 2.14 -0.07  -0.89
12 C -0.50 1.65 1.20  -0.53
13 C 0.90 1.47 1.25  -0.55
14 H -1.19 1.41 1.99  0.56
15 C 1.44 1.86 0.00  -0.76
16 C 0.36 2.27 -0.82  -0.49
17 H 0.42 2.57 -1.85  0.48
18 H -1.83 2.33 -0.44  0.49
19 H 1.47 1.12 2.09  0.50
20 H 2.48 1.87 -0.27  0.55
21 Pb 0.13 -0.02 -0.36  1.10
22 O -0.18 -0.17 -4.35  -0.33
23 C -1.28 -0.94 -4.83  -0.37
24 C 0.00 -0.93 -5.55  -0.11
25 H -1.56 -1.79 -4.22  0.22
26 H -2.11 -0.36 -5.24  0.26
27 H 0.64 -1.81 -5.42  0.39
28 H 0.94 -1.92 -7.86  0.35
29 C 0.67 -0.88 -7.94  -0.51
30 C 0.19 -0.20 -6.82  0.38
31 C -0.14 1.15 -6.93  -0.39
32 H -0.48 1.68 -6.06  0.40
33 C 0.02 1.81 -8.14  -0.54
34 H -0.23 2.86 -8.21  0.37
35 C 0.49 1.13 -9.26  -0.43
36 H 0.61 1.64 -10.20  0.36
37 C 0.82 -0.22 -9.15  -0.47
38 H 1.20 -0.75 -10.01  0.37
39 C 0.56 1.32 9.05  -1.34
40 C 0.15 0.68 7.76  1.02
41 C -0.04 -0.71 7.70  -0.72
42 C -0.42 -1.32 6.50  -0.52
43 C -0.63 -0.54 5.35  0.13
44 C -0.44 0.85 5.41  -0.17
45 C -0.05 1.46 6.61  -0.96
46 S -1.14 -1.28 3.81  1.25
47 O -0.60 -2.71 3.60  -0.68
48 O -2.66 -1.51 3.81  -0.75
49 O -0.83 -0.31 2.36  -0.41
50 H -0.20 1.11 9.83  0.31
51 H 1.54 0.90 9.38  0.30
52 H 0.67 2.42 8.95  0.31
53 H 0.12 -1.32 8.58  0.36
54 H -0.57 -2.39 6.46  0.45
55 H -0.59 1.46 4.53  0.26
56 H 0.09 2.53 6.64  0.30

Computed properties:
- HOMO: -3.62 eV
- Frontier orbital gap: 5.9950 eV
- Charge: -1
- DFT total energy: -50594.9542 eV

[3]
DFT (ωB97M-V/def2-TZVPD) results for C25H25N3O3S in the gas phase.

Each line ends with the Mulliken charge.
CARTESIAN COORDINATES (ANGSTROEM)
1 C 5.05 0.72 -1.85  -1.49
2 C 3.59 1.02 -1.67  0.99
3 C 2.75 1.11 -2.77  -0.80
4 C 1.40 1.36 -2.61  -0.56
5 C 0.86 1.53 -1.35  0.22
6 C -0.60 1.80 -1.18  -0.75
7 S -1.36 0.71 0.07  0.05
8 C -1.16 -0.84 -0.74  0.02
9 N -0.66 -0.82 -1.93  -0.12
10 C -0.47 -2.02 -2.56  -0.05
11 C 0.08 -2.03 -3.85  -0.32
12 C 0.28 -3.22 -4.50  -0.47
13 C -0.06 -4.43 -3.89  -0.59
14 C -0.60 -4.44 -2.63  -0.63
15 C -0.81 -3.24 -1.95  0.27
16 C -1.37 -3.23 -0.60  0.73
17 O -1.67 -4.22 0.03  -0.71
18 N -1.53 -1.95 -0.05  0.24
19 C -2.07 -1.87 1.29  -1.86
20 C -0.95 -1.81 2.33  0.24
21 C -1.52 -1.57 3.73  -1.09
22 C -2.20 -0.21 3.81  0.62
23 O -3.40 -0.06 3.78  -0.66
24 N -1.34 0.83 3.91  -0.10
25 C -1.78 2.20 3.98  -0.84
26 C -1.18 3.05 2.90  0.47
27 C -1.74 3.78 1.90  -0.52
28 C -0.67 4.41 1.22  -0.42
29 C 0.46 4.01 1.86  -0.33
30 O 0.17 3.19 2.88  -0.39
31 C 1.70 1.44 -0.25  0.26
32 C 3.05 1.19 -0.41  -1.23
33 H 5.63 1.13 -1.03  0.38
34 H 5.21 -0.36 -1.87  0.28
35 H 5.42 1.13 -2.78  0.39
36 H 3.16 0.99 -3.77  0.38
37 H 0.76 1.43 -3.48  0.42
38 H -1.14 1.66 -2.11  0.48
39 H -0.78 2.80 -0.78  0.31
40 H 0.34 -1.08 -4.31  0.42
41 H 0.70 -3.23 -5.50  0.41
42 H 0.10 -5.36 -4.42  0.40
43 H -0.87 -5.36 -2.13  0.46
44 H -2.67 -2.76 1.45  0.46
45 H -2.71 -0.98 1.37  0.52
46 H -0.25 -1.01 2.06  0.13
47 H -0.40 -2.76 2.31  0.32
48 H -2.26 -2.33 3.96  0.34
49 H -0.71 -1.62 4.47  0.43
50 H -0.34 0.67 3.90  0.27
51 H -1.52 2.62 4.96  0.25
52 H -2.87 2.19 3.87  0.37
53 H -2.78 3.85 1.67  0.45
54 H -0.74 5.07 0.38  0.50
55 H 1.50 4.23 1.69  0.52
56 H 1.29 1.56 0.75  0.54
57 H 3.69 1.11 0.46  0.38

Computed properties:
- Energy relative to the best compared isomer or geometry (same formula, charge and spin): 0.000 eV
- HOMO: -8.26 eV
- Frontier orbital gap: 8.8795 eV
- SMILES string: Cc1ccc(CSc2nc3ccccc3c(=O)n2CCCC(=O)NCc2ccco2)cc1
- DFT total energy: -47780.3989 eV

[4]
DFT (ωB97M-V/def2-TZVPD) results for a 2-piece molecular cluster, C10H13O2 overall.

Each line ends with the Mulliken charge.
CARTESIAN COORDINATES (ANGSTROEM)
1 C -2.49 -0.23 -1.33  -0.12
2 C -2.13 1.20 -1.71  -0.97
3 C -1.60 -1.28 -2.05  0.37
4 O -0.37 -1.05 -2.02  -0.66
5 O -2.21 -2.23 -2.58  -0.78
6 H -2.44 -0.35 -0.24  0.13
7 H -3.54 -0.45 -1.57  0.27
8 H -1.20 1.49 -1.24  0.10
9 H -2.82 1.95 -1.28  0.35
10 H -2.11 1.34 -2.80  0.31
11 C 2.17 2.06 1.08  -1.38
12 C 0.06 -1.00 1.92  -0.63
13 C 0.53 0.31 1.88  -0.26
14 C 0.71 -1.98 1.19  -0.38
15 C 1.65 0.64 1.13  0.97
16 C 1.84 -1.66 0.45  -0.49
17 C 2.30 -0.36 0.41  -0.32
18 H -0.79 -1.29 2.52  0.36
19 H -0.06 1.08 2.36  0.31
20 H 0.37 -3.01 1.17  0.34
21 H 2.24 -2.41 -0.22  0.31
22 H 3.07 2.11 0.47  0.35
23 H 2.29 2.44 2.10  0.32
24 H 3.08 -0.09 -0.29  0.21
25 H 1.46 2.78 0.65  0.28

Computed properties:
- Energy relative to the best compared isomer or geometry (same formula, charge and spin): 0.331 eV
- HOMO: -3.84 eV
- Frontier orbital gap: 7.1598 eV
- Charge: -1
- DFT total energy: -14677.2747 eV